1.
# C33H78N5O2

5 unconnected molecules or ions with the total composition C33H78N5O2 in a non-equilibrium geometry (wB97M-V/def2-TZVPD, the Open Molecules 2025 dataset).

```
118
Properties=species:S:1:pos:R:3
C -1.448 -1.964 2.178
C -1.849 -2.806 0.932
C -0.571 -3.223 0.248
O 0.084 -4.037 0.707
O -0.116 -2.592 -0.904
C -1.112 -2.310 -1.872
C -1.577 -0.861 -1.810
N -0.474 0.069 -1.479
C 0.761 0.076 -2.276
C 1.683 0.896 -1.342
C 0.682 2.039 -0.884
C -0.769 1.487 -1.134
H -1.425 -0.916 1.892
H -2.135 -2.119 2.991
H -0.456 -2.279 2.476
H -2.517 -2.218 0.314
H -2.337 -3.691 1.303
H -1.973 -2.972 -1.858
H -0.646 -2.454 -2.841
H -2.378 -0.727 -1.093
H -2.009 -0.604 -2.774
H -0.128 -0.287 -0.579
H 1.169 -0.908 -2.482
H 0.690 0.507 -3.268
H 1.919 0.242 -0.512
H 2.507 1.228 -1.951
H 0.920 2.279 0.140
H 0.863 2.815 -1.616
H -1.203 1.490 -0.142
H -1.266 2.090 -1.872
C 2.507 -3.639 -3.322
C 3.949 -3.229 -3.586
N 4.558 -3.966 -4.670
C 6.004 -3.814 -4.734
C 6.571 -2.421 -5.024
C 3.859 -3.913 -5.943
C 3.594 -2.536 -6.562
H 2.426 -4.716 -3.172
H 2.142 -3.146 -2.417
H 1.844 -3.353 -4.144
H 4.519 -3.426 -2.675
H 3.985 -2.138 -3.750
H 6.398 -4.520 -5.470
H 6.412 -4.153 -3.776
H 6.430 -2.133 -6.065
H 7.646 -2.418 -4.837
H 6.128 -1.654 -4.386
H 2.896 -4.418 -5.822
H 4.398 -4.531 -6.665
H 3.188 -1.826 -5.838
H 2.862 -2.632 -7.367
H 4.491 -2.104 -7.002
C 1.840 6.225 2.804
C 1.419 4.850 2.309
N 2.320 3.791 2.729
C 2.114 2.542 2.024
C 0.772 1.817 2.206
C 2.542 3.678 4.164
C 1.319 3.474 5.064
H 2.873 6.440 2.528
H 1.205 6.989 2.355
H 1.744 6.317 3.887
H 1.416 4.880 1.215
H 0.380 4.662 2.622
H 2.925 1.855 2.282
H 2.248 2.744 0.953
H 0.690 1.351 3.186
H 0.685 1.013 1.464
H -0.080 2.486 2.066
H 3.062 4.578 4.499
H 3.258 2.871 4.345
H 0.508 4.164 4.827
H 1.598 3.651 6.105
H 0.936 2.456 5.008
C -1.096 -2.025 6.026
C 0.000 -1.226 6.711
N -0.497 -0.255 7.661
C 0.512 0.719 8.036
C 1.755 0.236 8.790
C -1.334 -0.769 8.733
C -0.755 -1.864 9.636
H -1.835 -1.356 5.580
H -0.650 -2.622 5.228
H -1.609 -2.709 6.703
H 0.534 -0.680 5.926
H 0.727 -1.920 7.160
H 0.039 1.518 8.613
H 0.840 1.201 7.108
H 1.531 -0.007 9.828
H 2.506 1.029 8.805
H 2.212 -0.635 8.319
H -2.256 -1.153 8.287
H -1.662 0.069 9.353
H -0.278 -2.662 9.066
H -1.559 -2.318 10.218
H -0.032 -1.468 10.347
C -4.271 2.827 -3.638
C -5.261 2.517 -4.751
N -4.693 1.706 -5.810
C -5.513 1.665 -7.013
C -6.901 1.025 -6.918
C -4.118 0.442 -5.402
C -5.010 -0.556 -4.653
H -3.355 3.267 -4.040
H -4.711 3.544 -2.943
H -4.007 1.935 -3.062
H -5.574 3.470 -5.184
H -6.161 2.062 -4.311
H -4.946 1.173 -7.808
H -5.640 2.696 -7.358
H -6.844 -0.061 -6.843
H -7.470 1.250 -7.821
H -7.473 1.403 -6.070
H -3.246 0.656 -4.770
H -3.697 -0.051 -6.282
H -5.576 -0.088 -3.845
H -4.386 -1.335 -4.203
H -5.710 -1.057 -5.318
```

As for the net charge: +1. The gap between HOMO and LUMO is 7.418 eV. For the maximum force, the calculation gives 5.19 eV Å⁻¹. Its electronic energy is -1728.07417 Eh. The lowest unoccupied orbital energy comes out at -0.0847 Eh.


2.
# C33H81N3O9

9 unconnected molecules or ions with the total composition C33H81N3O9 in a non-equilibrium geometry (wB97M-V/def2-TZVPD, the Open Molecules 2025 dataset).

```
126
Properties=species:S:1:pos:R:3
C 1.646 -3.559 4.589
C 2.338 -4.094 3.317
C 2.891 -5.549 3.616
C 1.229 -4.419 2.212
C 0.682 -3.168 1.490
C 1.935 -2.393 0.995
C 3.078 -2.092 2.001
C 4.332 -1.744 1.247
C 2.672 -0.954 2.902
N 3.438 -3.382 2.700
O 4.421 -3.078 3.738
H 0.881 -2.833 4.303
H 1.112 -4.323 5.124
H 2.334 -3.247 5.385
H 2.106 -6.229 3.842
H 3.396 -5.974 2.793
H 3.592 -5.606 4.457
H 1.754 -5.006 1.410
H 0.424 -5.000 2.645
H 0.020 -3.451 0.654
H 0.157 -2.535 2.197
H 1.869 -1.492 0.344
H 2.434 -3.180 0.437
H 4.845 -2.591 0.849
H 5.093 -1.093 1.758
H 4.135 -1.062 0.363
H 1.663 -1.046 3.125
H 2.739 -0.043 2.320
H 3.247 -0.878 3.807
H 5.066 -3.738 3.534
C -0.251 6.704 -1.553
C -0.181 5.245 -1.036
C -1.411 4.536 -1.529
C 1.022 4.509 -1.649
C 2.365 4.856 -0.997
C 2.284 4.662 0.524
C 1.071 5.373 1.182
C 0.953 4.757 2.571
C 1.329 6.867 1.362
N -0.136 5.046 0.392
O -1.219 5.654 0.943
H -0.690 6.672 -2.550
H -0.926 7.199 -0.863
H 0.676 7.243 -1.478
H -1.296 4.509 -2.644
H -1.390 3.533 -1.119
H -2.282 5.155 -1.279
H 0.884 3.365 -1.575
H 1.163 4.808 -2.723
H 3.095 4.150 -1.384
H 2.755 5.834 -1.253
H 3.226 4.909 1.014
H 2.089 3.560 0.726
H 0.389 5.230 3.315
H 1.954 4.681 3.052
H 0.739 3.678 2.382
H 1.763 7.262 0.471
H 1.992 7.024 2.264
H 0.410 7.420 1.618
H -1.559 5.034 1.612
C -4.299 -1.067 1.719
C -4.540 -1.991 0.503
C -5.021 -3.340 1.291
C -5.703 -1.531 -0.394
C -5.843 -2.585 -1.465
C -4.636 -2.775 -2.341
C -3.401 -3.084 -1.502
C -3.368 -4.571 -1.250
C -2.165 -2.684 -2.233
N -3.312 -2.251 -0.246
O -2.270 -2.539 0.729
H -3.481 -1.352 2.345
H -4.084 -0.006 1.464
H -5.213 -1.085 2.358
H -4.188 -3.811 1.829
H -5.762 -3.060 2.021
H -5.473 -4.075 0.626
H -6.510 -1.465 0.359
H -5.451 -0.557 -0.898
H -5.918 -3.612 -0.974
H -6.637 -2.324 -2.094
H -4.398 -1.836 -2.887
H -4.678 -3.570 -3.128
H -3.521 -5.105 -2.200
H -4.197 -5.020 -0.689
H -2.463 -4.979 -0.743
H -1.208 -3.122 -1.783
H -2.171 -1.627 -2.279
H -2.179 -3.008 -3.331
H -2.555 -3.406 1.140
C -1.262 2.027 2.890
O -1.622 2.696 1.700
H -0.575 1.152 2.792
H -0.690 2.691 3.484
H -2.230 1.735 3.462
H -0.984 2.549 0.940
C -1.211 -7.628 0.627
O -1.929 -6.629 1.320
H -1.103 -8.396 1.328
H -1.915 -7.933 -0.127
H -0.252 -7.219 0.300
H -1.315 -6.139 1.879
C 4.077 5.374 -5.910
O 3.503 4.606 -4.851
H 5.158 5.196 -5.991
H 3.663 5.028 -6.822
H 3.948 6.497 -5.793
H 3.657 5.021 -3.995
C -0.959 0.230 -0.111
O 0.131 1.147 0.330
H -1.484 -0.177 0.815
H -1.709 0.780 -0.766
H -0.463 -0.526 -0.706
H 0.758 0.956 -0.352
C 1.950 1.952 -6.090
O 1.819 2.061 -4.665
H 2.098 0.946 -6.291
H 1.097 2.322 -6.747
H 2.912 2.410 -6.345
H 1.765 3.017 -4.514
C 2.477 -0.300 -2.599
O 1.517 0.604 -2.149
H 1.943 -1.047 -3.103
H 3.207 0.215 -3.258
H 3.080 -0.692 -1.739
H 1.244 1.192 -2.841
```

As for the net charge: 0. The gap between HOMO and LUMO is 8.390 eV. For the maximum force, the calculation gives 3.34 eV Å⁻¹. Its electronic energy is -2147.04538 Eh. The lowest unoccupied orbital energy comes out at 0.0195 Eh.


3.
# C33H82BN2O7Rb

A molecular structure, C33H82BN2O7Rb in a non-equilibrium geometry (wB97M-V/def2-TZVPD, the Open Molecules 2025 dataset).

```
126
Properties=species:S:1:pos:R:3
Rb -1.670 -2.341 2.348
B -0.324 -0.114 0.709
H 0.193 -1.131 1.038
H -0.229 -0.005 -0.488
H -1.455 -0.233 1.035
H 0.215 0.818 1.248
C -3.344 3.006 -5.185
C -3.236 3.158 -3.677
C -3.816 4.525 -3.267
C -4.052 4.629 -1.775
C -4.872 3.443 -1.283
C -4.217 2.092 -1.595
N -3.990 2.087 -3.033
O -3.580 0.825 -3.503
C -2.981 1.843 -0.723
C -5.255 1.022 -1.241
C -1.722 3.150 -3.323
H -4.387 2.836 -5.459
H -2.745 2.183 -5.574
H -2.998 3.905 -5.700
H -3.157 5.316 -3.630
H -4.757 4.635 -3.823
H -4.512 5.541 -1.393
H -3.076 4.582 -1.276
H -5.865 3.441 -1.739
H -5.004 3.504 -0.198
H -2.307 1.092 -1.140
H -2.461 2.780 -0.532
H -3.264 1.425 0.243
H -6.114 1.118 -1.914
H -4.871 0.030 -1.488
H -5.558 1.127 -0.203
H -1.473 3.566 -2.351
H -1.109 3.586 -4.113
H -1.362 2.111 -3.287
H -2.719 0.651 -3.093
C 7.263 -3.093 0.048
C 6.030 -3.338 -0.847
C 6.002 -4.833 -1.218
C 5.370 -5.783 -0.195
C 3.940 -5.292 0.017
C 3.883 -3.862 0.556
N 4.768 -3.011 -0.221
O 4.680 -1.641 0.101
C 2.440 -3.403 0.297
C 4.152 -3.824 2.057
C 6.129 -2.587 -2.177
H 7.511 -2.038 0.142
H 8.099 -3.752 -0.172
H 6.950 -3.393 1.057
H 5.514 -4.974 -2.189
H 7.028 -5.169 -1.401
H 5.928 -5.712 0.741
H 5.398 -6.792 -0.602
H 3.494 -5.926 0.792
H 3.359 -5.416 -0.897
H 2.252 -3.373 -0.777
H 1.725 -4.162 0.638
H 2.212 -2.465 0.797
H 3.974 -2.819 2.457
H 3.533 -4.534 2.605
H 5.211 -3.952 2.301
H 6.425 -1.547 -2.027
H 5.187 -2.599 -2.727
H 6.866 -3.050 -2.841
H 3.967 -1.294 -0.458
C -4.531 0.740 5.852
C -4.518 -0.026 4.549
C -5.288 0.712 3.467
O -3.156 -0.199 4.117
H -3.766 0.378 6.538
H -5.506 0.700 6.340
H -4.287 1.789 5.657
H -4.902 -1.039 4.699
H -5.154 0.312 2.462
H -4.967 1.755 3.485
H -6.362 0.713 3.675
H -2.950 0.468 3.439
C 1.649 1.958 -1.633
C 1.968 0.570 -2.191
C 3.043 0.655 -3.252
O 2.447 -0.296 -1.179
H 2.397 2.247 -0.892
H 0.683 1.936 -1.120
H 1.543 2.713 -2.413
H 1.049 0.165 -2.637
H 2.900 1.368 -4.060
H 3.213 -0.321 -3.719
H 3.982 0.928 -2.758
H 1.894 -0.234 -0.392
C 2.816 0.181 2.527
C 1.977 0.248 3.795
C 2.019 1.600 4.486
O 0.609 -0.151 3.596
H 2.588 1.031 1.868
H 2.559 -0.679 1.907
H 3.884 0.200 2.730
H 2.387 -0.523 4.458
H 2.881 2.223 4.243
H 2.086 1.477 5.573
H 1.073 2.119 4.329
H 0.450 -0.082 2.638
C -0.410 3.634 2.108
C -1.632 3.126 2.841
C -2.824 4.049 2.656
O -1.982 1.813 2.426
H -0.130 4.605 2.514
H -0.628 3.699 1.038
H 0.423 2.933 2.194
H -1.431 3.097 3.923
H -3.739 3.570 3.005
H -2.957 4.281 1.593
H -2.666 4.994 3.175
H -1.252 1.392 1.947
C -2.055 -1.797 -2.389
C -1.531 -3.136 -1.907
C -0.337 -3.642 -2.683
O -1.165 -3.064 -0.505
H -2.624 -1.321 -1.592
H -2.680 -1.897 -3.276
H -1.201 -1.176 -2.683
H -2.330 -3.880 -1.904
H -0.531 -3.562 -3.760
H -0.111 -4.682 -2.462
H 0.536 -3.004 -2.523
H -0.671 -2.236 -0.395
```

As for the net charge: 0. The gap between HOMO and LUMO is 7.210 eV. For the maximum force, the calculation gives 1.55 eV Å⁻¹. Its electronic energy is -1991.57250 Eh. The lowest unoccupied orbital energy comes out at -0.0116 Eh.